# 1
Molecular formula: C28H44CuO3P
Method: DFT, ωB97M-V/def2-TZVPD

Element x y z (Å)
C  3.337  -0.132  -1.387
C  -4.458  -1.981  3.695
H  -0.614  -2.265  -1.972
H  1.873  3.475  1.346
H  -2.491  -3.746  -1.656
H  0.122  -4.191  1.719
H  -1.968  1.811  3.285
C  -2.096  -1.173  3.208
H  -3.921  1.020  2.128
C  -2.960  -2.186  3.979
H  -4.387  0.091  4.248
H  1.249  4.034  3.547
H  -1.096  -1.582  3.050
H  0.147  2.432  0.235
O  0.367  0.106  -2.903
H  -1.712  -5.094  0.299
C  6.397  0.879  -5.227
H  0.811  1.628  -5.693
O  -2.325  0.845  -0.321
H  -2.767  -2.070  5.047
H  -1.981  -0.268  3.806
C  -0.695  3.482  2.777
H  -5.047  -2.328  4.546
H  -2.673  -3.206  3.713
H  2.357  2.040  2.234
H  6.790  1.868  -5.468
H  0.635  -1.752  1.666
H  -1.353  -3.256  1.915
H  -0.364  -4.521  -0.682
C  4.791  0.422  -3.340
H  1.125  3.097  -4.783
H  5.600  -0.055  -2.795
C  2.714  1.664  -4.695
H  -4.748  -0.249  1.257
C  5.037  0.973  -4.588
H  6.338  0.314  -6.159
H  -2.995  -1.749  1.364
H  2.296  -0.403  -1.225
H  1.944  2.823  -6.336
C  -4.754  -0.510  3.411
P  -1.596  0.031  0.728
Cu  -0.952  1.199  -1.623
C  2.483  1.081  -3.446
C  -0.571  -1.277  -0.078
H  4.164  2.050  -6.217
C  0.583  1.792  1.003
C  -0.546  1.124  1.789
H  -0.102  0.511  2.579
C  1.589  2.346  -5.424
C  3.985  1.599  -5.247
C  -0.560  -3.509  1.206
C  -1.345  -1.990  -1.208
C  1.492  2.629  1.921
H  0.747  2.399  3.951
H  -4.766  -2.580  2.833
C  -2.762  -0.813  1.874
C  3.527  0.463  -2.758
H  -2.951  -2.997  -0.142
H  -2.242  2.468  1.673
C  1.102  1.129  -2.854
C  0.220  -2.262  0.790
H  1.189  1.045  0.491
H  1.074  -2.591  0.188
C  -2.093  -3.250  -0.769
H  -5.830  -0.345  3.346
H  -1.204  3.983  3.601
C  0.745  3.149  3.154
H  3.947  -1.025  -1.256
O  0.686  2.192  -2.313
H  -0.683  4.175  1.932
H  0.161  -0.642  -0.585
C  -1.469  2.207  2.399
H  3.632  0.589  -0.621
H  7.107  0.379  -4.571
H  -2.034  -1.290  -1.684
C  -4.085  -0.057  2.102
C  -1.168  -4.200  -0.012

Output
HOMO ... -7.74 eV
E_LUMO ... 0.558 eV

# 2
Molecular formula: C28H44F9N2O6S4
Method: DFT, ωB97M-V/def2-TZVPD

Element x y z (Å)
C  1.693  3.093  -2.252
O  -0.847  4.214  1.266
C  2.618  -4.402  1.460
H  -2.157  -7.652  -2.342
H  -1.931  1.439  -1.248
H  -4.063  2.603  -2.497
H  1.359  4.106  -2.439
H  3.520  3.700  2.714
H  -0.520  1.952  0.154
C  2.266  -5.017  2.819
F  -6.642  0.804  1.346
O  1.499  -4.459  0.590
H  -0.385  -5.948  -1.931
O  1.978  0.789  3.320
H  1.258  -5.416  2.784
H  2.874  3.726  -0.487
H  2.337  -4.278  3.612
H  3.684  3.719  -2.008
H  2.962  -3.375  1.620
H  1.203  1.932  0.257
F  -4.672  -1.421  0.270
N  4.025  1.757  1.990
O  -4.687  -7.070  -2.347
C  0.833  -2.148  0.326
C  -1.786  -4.286  -1.670
F  -4.044  0.342  -1.195
H  3.822  1.237  -1.990
C  3.186  0.113  3.630
F  -4.628  2.532  1.501
H  4.162  2.623  3.909
H  2.202  -0.983  -0.889
H  1.396  4.171  1.238
O  -0.924  -3.448  -1.472
H  1.494  -0.147  0.557
H  -2.827  3.805  0.092
C  -3.978  2.081  0.407
F  -5.791  1.625  -0.985
C  -3.220  -3.917  -1.661
C  4.315  0.471  2.640
H  -2.214  1.469  -2.948
C  -0.711  2.874  -2.393
C  -4.812  0.997  -0.305
F  -6.650  -0.637  -0.375
C  1.471  -3.374  -0.330
C  -1.440  -5.702  -1.930
H  -3.031  3.977  -2.370
C  -3.250  3.011  -1.910
C  0.371  2.442  -0.226
H  2.971  -5.814  3.036
H  2.974  -0.949  3.587
C  2.128  2.188  3.477
C  5.180  2.273  1.321
H  -5.223  -4.574  -1.879
H  1.677  0.655  -2.436
O  0.460  5.106  -0.603
F  -6.378  -1.364  1.703
C  3.645  1.822  -1.091
C  -3.610  3.288  -0.455
H  -0.507  2.809  -3.457
F  -2.806  1.519  0.860
H  0.973  -2.178  1.402
C  -4.169  -4.822  -1.881
C  0.649  0.858  -2.161
H  -4.483  3.938  -0.440
C  0.218  -0.264  -1.207
S  5.324  2.139  -0.427
H  1.958  2.483  4.515
N  0.517  2.314  -1.686
H  0.881  -3.731  -1.170
H  -3.440  -2.877  -1.464
H  -0.239  -2.229  0.158
H  -0.827  3.929  -2.165
S  0.308  4.132  0.434
H  5.242  0.506  3.218
S  -5.659  -0.294  0.815
C  1.313  -0.809  -0.282
H  1.948  2.690  -3.229
H  3.442  -4.945  0.992
S  6.430  2.906  2.127
C  -3.826  -6.245  -2.144
H  -0.677  -0.049  -0.628
H  3.469  0.369  4.653
H  -0.051  -1.101  -1.851
C  3.512  2.657  3.029
C  -2.002  2.111  -2.095
H  2.486  -3.167  -0.687
H  0.083  0.746  -3.079
H  4.370  -0.320  1.895
H  3.161  1.231  -0.325
C  -2.385  -6.612  -2.150
F  -4.637  -0.028  1.984
C  2.967  3.156  -1.411
H  1.319  2.623  2.897

Output
Charge ... +1
HOMO ... -11.30 eV
E_LUMO ... -3.464 eV

# 3
Molecular formula: C28H44IrNO7S2SeSi
Method: DFT, ωB97M-V/def2-TZVPD

Element x y z (Å)
C  -2.359  -2.808  4.333
C  1.871  -2.646  2.027
H  1.259  3.137  -0.027
H  -2.558  -4.535  2.627
C  -1.037  2.951  -3.758
C  0.905  4.461  -2.509
C  0.529  3.145  -2.067
C  2.257  -1.335  -3.426
H  2.316  -2.679  -5.176
H  -3.535  2.154  -5.908
H  2.504  2.848  -1.285
H  2.829  -4.598  1.590
H  -2.761  -2.097  5.073
C  -4.078  -1.994  2.671
H  1.269  -3.583  3.908
C  1.437  2.614  -1.009
H  2.556  -2.250  -1.424
H  2.708  -3.380  -2.759
C  -1.978  2.111  -4.457
H  2.234  1.337  4.911
H  1.734  -1.901  4.118
H  -1.461  1.888  3.008
H  0.909  0.394  5.748
C  -2.304  3.963  -6.026
S  -0.678  0.708  0.704
C  1.167  1.317  5.212
C  1.605  -2.034  -4.637
H  0.548  2.645  2.175
C  0.285  5.057  -3.595
Ir  -1.384  0.725  -1.751
C  -2.635  2.656  -5.575
H  -4.502  -1.461  3.497
H  -4.657  -2.867  2.504
H  3.331  -0.940  2.289
C  2.945  -2.299  -2.476
H  -2.926  4.422  -6.767
O  -4.164  0.816  0.744
H  0.827  -2.699  -4.366
H  -1.284  -2.918  4.505
H  1.059  2.213  5.855
O  -5.415  0.987  -1.771
C  -1.095  1.672  4.018
H  3.980  -0.382  -4.436
H  -2.711  -3.816  4.559
H  1.685  4.933  -1.900
H  -2.806  -3.625  1.070
H  0.962  -4.572  1.576
H  1.430  3.283  3.580
H  3.992  -2.175  -2.497
H  3.465  0.593  -3.045
H  1.216  -1.260  -5.279
C  -2.610  -2.450  2.880
O  -2.860  2.199  -1.244
C  -1.237  4.678  -5.486
C  3.088  -0.066  -3.854
N  -0.431  2.383  -2.635
H  -1.631  0.812  4.385
C  0.430  1.419  3.905
O  0.521  -2.107  1.804
O  -3.027  -0.424  -1.432
H  -1.245  2.601  4.595
Si  -0.328  -0.803  2.234
C  2.977  -1.682  1.541
Se  -4.083  0.900  -0.871
C  1.869  -4.045  1.328
H  3.037  -3.126  3.843
H  -0.926  5.642  -5.936
H  3.878  -2.215  1.120
H  -4.082  -1.300  1.860
C  1.159  2.413  3.011
H  -1.203  -3.762  1.944
C  -0.019  -0.512  -2.273
H  1.766  -3.874  0.273
S  -2.436  0.588  -3.816
O  0.555  -0.017  3.310
H  2.680  -1.060  0.731
H  2.059  1.973  2.598
C  -2.246  -3.658  2.038
H  2.498  0.600  -4.465
H  0.551  6.048  -3.995
C  2.001  -2.797  3.558
O  -1.842  -1.286  2.516
H  1.296  1.547  -0.862
C  1.015  -1.026  -2.732
C  -0.657  4.226  -4.251

Output
Charge ... -2
HOMO (spin up / spin down) ... 0.48 / -1.59 eV
E_LUMO (spin up / spin down) ... 4.218 / 3.609 eV
2S+1 ... 5

# 4
Molecular formula: C28H45BBeBr5CaClF3N2O14S3
Method: DFT, ωB97M-V/def2-TZVPD

Element x y z (Å)
H  3.292  -2.577  1.781
F  2.882  -9.120  -3.977
C  4.005  0.298  -1.436
O  4.489  3.567  -2.181
O  -2.768  0.974  3.263
S  -8.410  -1.717  5.721
H  0.753  1.398  2.031
C  2.227  3.307  0.480
C  4.101  -0.655  -2.637
H  4.897  -0.490  -3.436
Br  -1.574  4.570  -3.622
H  1.790  -6.551  -6.214
H  -7.708  0.163  1.098
C  3.901  -1.604  1.938
C  1.166  2.730  -0.622
Be  2.670  -12.001  -7.292
O  -9.848  -1.887  5.350
C  0.237  3.899  -1.256
H  4.114  2.288  0.329
H  2.529  5.426  -0.152
Cl  3.201  -9.572  -6.598
N  2.079  -2.262  -1.891
B  2.822  -0.405  2.057
H  -6.527  -0.793  4.552
C  -8.282  -0.223  6.727
C  2.038  -1.337  -0.793
H  6.027  2.559  3.237
C  3.491  4.181  -1.745
C  -3.284  -0.103  3.560
F  4.120  3.886  2.673
O  -1.482  -0.004  -0.480
H  -4.815  -0.813  -1.088
C  -4.599  4.905  0.277
H  6.751  0.244  2.162
H  3.426  -8.200  -5.468
C  3.217  2.124  1.044
C  2.155  -6.445  -5.187
C  0.886  0.840  1.027
H  -0.851  3.846  -0.873
H  -7.230  0.000  6.916
Ca  -8.813  1.113  -0.258
H  4.639  -1.521  1.077
H  0.181  0.363  -1.813
C  3.137  -1.805  -2.759
H  -5.499  1.657  0.467
C  2.860  -0.099  -0.485
C  -2.793  0.606  -0.373
O  0.931  3.260  -3.613
C  6.019  0.985  1.670
H  4.126  4.646  0.324
H  -3.288  0.663  -1.407
Br  -2.800  4.839  0.995
H  3.668  -7.332  -3.923
H  3.134  2.195  3.344
O  2.502  -5.070  -4.982
H  4.705  1.171  -1.287
H  4.484  -1.781  2.918
C  -5.933  0.624  0.241
O  -6.750  0.237  1.392
C  3.448  -7.210  -4.982
Br  -4.967  3.412  -0.906
O  4.753  -4.205  -4.400
H  1.467  -1.046  3.388
O  -2.931  -1.221  3.110
H  5.086  1.068  3.685
H  0.594  4.951  -1.011
H  1.225  -1.623  -0.025
F  -1.339  -0.717  1.352
H  -8.790  -0.402  7.676
O  -4.239  -0.252  4.356
Br  -5.926  5.049  1.682
H  -4.670  5.811  -0.322
H  -6.635  0.745  -0.681
H  1.376  -6.754  -4.493
C  2.507  0.713  0.869
H  -2.659  1.628  0.131
H  -8.757  0.614  6.213
C  0.112  3.793  -2.856
S  1.195  4.170  1.753
H  -0.492  2.239  0.479
H  -5.240  -1.464  0.580
H  -1.162  1.593  -1.750
C  -7.554  -1.043  4.282
H  -7.547  -1.801  3.498
Br  0.667  -2.414  -3.396
N  0.240  1.681  -0.017
C  3.848  2.448  2.471
O  2.118  -0.306  3.340
O  -3.516  -0.231  0.539
H  6.698  1.726  1.096
H  2.776  4.635  -2.534
C  -4.836  -0.543  0.029
O  4.474  -6.382  -5.561
H  0.381  -0.173  1.219
H  3.253  -2.444  -3.709
H  -8.076  -0.154  3.922
S  4.030  -4.831  -5.471
H  -0.155  4.118  1.450
C  -0.520  0.906  -1.073
O  3.999  -4.295  -6.802
H  5.370  0.481  0.885
C  5.269  1.801  2.808
C  3.142  4.468  -0.217
H  1.702  2.166  -1.479

Output
Charge ... -1
HOMO ... -3.69 eV
E_LUMO ... -2.212 eV

| no. | E_tot (eV) | F_max (eV/A) |
| --- | --- | --- |
| 1 | -89824.642 | 1.4 |
| 2 | -112800.875 | 1.5 |
| 3 | -143303.482 | 4.3 |
| 4 | -484294.974 | 6.8 |